{"formula": "C7H12S", "method": "ωB97M-V/def2-TZVPD", "symbols": ["C", "C", "C", "C", "C", "C", "C", "S", "H", "H", "H", "H", "H", "H", "H", "H", "H", "H", "H", "H"], "positions_angstrom": [[2.781, 1.331, 0.138], [1.638, 1.246, -0.195], [-1.711, -0.614, -0.642], [-0.967, 0.311, 1.583], [0.565, -1.369, 0.478], [0.295, 0.859, -0.592], [-0.465, -0.203, 0.234], [0.554, 0.060, -2.585], [3.786, 1.468, 0.537], [-2.635, -0.754, -0.074], [-2.021, 0.131, -1.422], [-1.448, -1.573, -1.208], [-1.194, -0.566, 2.244], [-0.402, 1.121, 2.110], [-1.943, 0.692, 1.476], [1.402, -0.963, 1.126], [0.869, -1.643, -0.578], [0.004, -2.270, 0.965], [-0.415, 1.641, -0.911], [1.309, 1.098, -2.686]], "e_tot_ha": -671.8637, "lumo_energy_ha": [0.0258, -0.1030], "homo_lumo_gap_ha": [0.2364, 0.2470], "charge": 0, "e_above_lowest_ev": 0.799, "spin_multiplicity": 3, "homo_energy_ev": [-5.7, -9.5], "max_force_ha_per_bohr": 0.06571}

***

{"formula": "C29H38N2O2P3Yb", "method": "ωB97M-V/def2-TZVPD", "symbols": ["Yb", "P", "C", "C", "N", "C", "C", "C", "C", "C", "P", "H", "H", "H", "H", "H", "H", "H", "H", "O", "H", "H", "O", "H", "C", "H", "H", "H", "C", "H", "H", "H", "C", "H", "H", "H", "C", "H", "H", "H", "N", "P", "C", "C", "C", "C", "C", "C", "C", "C", "C", "C", "C", "C", "C", "C", "C", "C", "C", "C", "H", "H", "H", "H", "H", "H", "H", "H", "H", "H", "H", "H", "H", "H", "H"], "positions_angstrom": [[0.523, 0.951, -0.409], [3.418, -0.330, 0.879], [4.246, 0.497, -0.515], [3.623, 0.887, -1.864], [2.332, 1.232, -2.060], [1.941, 1.717, -3.260], [2.824, 1.784, -4.338], [4.148, 1.402, -4.161], [4.541, 0.942, -2.912], [0.492, 2.150, -3.491], [-0.451, 2.910, -2.084], [5.556, 0.609, -2.720], [2.473, 2.155, -5.298], [4.863, 1.421, -4.974], [0.478, 2.901, -4.298], [-0.076, 1.255, -3.810], [4.672, 1.396, -0.062], [5.113, -0.162, -0.726], [3.254, 3.306, 0.773], [4.218, 3.401, 0.795], [4.420, 4.017, 0.067], [2.185, 0.293, 1.122], [1.075, 2.419, 0.868], [0.851, 3.241, 1.319], [0.126, 4.645, -2.175], [-0.101, 5.114, -3.144], [-0.371, 5.199, -1.363], [1.214, 4.663, -2.005], [-2.148, 2.993, -2.750], [-2.814, 3.218, -1.905], [-2.278, 3.744, -3.539], [-2.442, 2.004, -3.123], [3.192, -2.053, 0.489], [3.978, -2.643, 0.998], [2.175, -2.330, 0.818], [3.256, -2.199, -0.595], [4.316, -0.032, 2.414], [3.611, -0.277, 3.226], [5.202, -0.680, 2.495], [4.618, 1.025, 2.484], [-0.151, -0.974, 0.261], [-1.510, -1.506, 0.829], [-1.316, -1.790, 2.614], [-2.407, -2.164, 3.411], [-2.264, -2.212, 4.806], [-1.036, -1.879, 5.397], [0.054, -1.532, 4.591], [-0.080, -1.499, 3.199], [-2.904, -0.324, 0.748], [-4.136, -0.621, 0.148], [-5.112, 0.371, -0.006], [-4.874, 1.667, 0.453], [-3.660, 1.966, 1.085], [-2.683, 0.974, 1.243], [-2.111, -3.066, 0.148], [-2.580, -3.111, -1.176], [-3.114, -4.296, -1.686], [-3.137, -5.452, -0.895], [-2.561, -5.437, 0.380], [-2.016, -4.254, 0.888], [-3.369, -2.404, 2.951], [-3.115, -2.506, 5.424], [-0.929, -1.893, 6.487], [1.022, -1.288, 5.035], [0.759, -1.224, 2.552], [-4.346, -1.631, -0.202], [-6.056, 0.129, -0.496], [-5.632, 2.444, 0.327], [-3.473, 2.968, 1.469], [-1.735, 1.221, 1.739], [-2.538, -2.210, -1.791], [-3.538, -4.303, -2.692], [-3.612, -6.360, -1.270], [-2.554, -6.340, 0.995], [-1.541, -4.249, 1.869]], "e_tot_ha": -3570.1833, "lumo_energy_ha": [-0.2085, -0.2086], "homo_lumo_gap_ha": [0.2762, 0.2762], "charge": 2, "e_above_lowest_ev": 0.000, "spin_multiplicity": 2, "homo_energy_ev": [-13.2, -13.2], "max_force_ha_per_bohr": 0.04306}

***

{"formula": "C2H6N3", "method": "ωB97M-V/def2-TZVPD", "symbols": ["H", "N", "C", "C", "N", "N", "H", "H", "H", "H", "H"], "positions_angstrom": [[-3.099, 0.383, 0.006], [-2.123, -0.085, 0.012], [-1.169, 0.706, -0.025], [0.379, -0.096, 0.039], [0.380, -1.413, -0.023], [1.453, 0.649, 0.009], [-0.949, 1.804, -0.080], [-0.468, -1.875, -0.106], [1.244, -1.917, -0.215], [1.487, 1.618, -0.364], [2.285, 0.129, 0.174]], "smiles": "[H]/N=C/C(N)=[NH2+]", "e_tot_ha": -243.8010, "lumo_energy_ha": -0.1621, "homo_lumo_gap_ha": 0.4053, "charge": 1, "e_above_lowest_ev": 0.924, "homo_energy_ev": -15.4, "max_force_ha_per_bohr": 0.07817}

***

{"formula": "C68H96Cl3F3N13O5S", "method": "ωB97M-V/def2-TZVPD", "symbols": ["C", "N", "C", "C", "C", "C", "C", "C", "C", "C", "N", "C", "C", "C", "H", "H", "H", "H", "H", "H", "H", "H", "H", "H", "H", "H", "H", "H", "C", "F", "F", "F", "S", "O", "O", "O", "C", "Cl", "Cl", "Cl", "H", "C", "C", "C", "C", "C", "C", "N", "O", "C", "C", "C", "H", "H", "H", "H", "H", "H", "H", "H", "H", "H", "H", "H", "H", "H", "H", "H", "H", "H", "C", "C", "C", "C", "C", "C", "N", "O", "C", "C", "C", "H", "H", "H", "H", "H", "H", "H", "H", "H", "H", "H", "H", "H", "H", "H", "H", "H", "H", "N", "C", "C", "C", "C", "H", "H", "H", "H", "H", "N", "C", "C", "C", "C", "H", "H", "H", "H", "H", "N", "C", "C", "C", "C", "H", "H", "H", "H", "H", "N", "C", "C", "C", "C", "H", "H", "H", "H", "H", "N", "C", "C", "C", "C", "H", "H", "H", "H", "H", "N", "C", "C", "C", "C", "H", "H", "H", "H", "H", "N", "C", "C", "C", "C", "H", "H", "H", "H", "H", "N", "C", "C", "C", "C", "H", "H", "H", "H", "H", "N", "C", "C", "C", "C", "H", "H", "H", "H", "H"], "positions_angstrom": [[-16.619, 3.773, 21.197], [-17.422, 3.319, 20.024], [-16.898, 3.285, 18.799], [-17.663, 3.028, 17.671], [-18.986, 2.564, 17.846], [-19.535, 2.597, 19.142], [-18.721, 2.979, 20.216], [-19.831, 2.207, 16.677], [-21.137, 2.738, 16.458], [-21.869, 2.346, 15.304], [-21.406, 1.393, 14.471], [-20.187, 0.884, 14.695], [-19.363, 1.304, 15.712], [-22.153, 0.832, 13.320], [-15.648, 3.309, 21.025], [-17.006, 3.352, 22.125], [-16.619, 4.862, 21.152], [-15.898, 3.676, 18.683], [-17.130, 3.099, 16.735], [-20.578, 2.420, 19.362], [-19.085, 3.048, 21.230], [-21.587, 3.466, 17.117], [-22.827, 2.778, 15.053], [-19.896, 0.130, 13.978], [-18.375, 0.868, 15.664], [-21.587, 1.275, 12.500], [-23.196, 1.148, 13.279], [-22.079, -0.254, 13.378], [-12.627, 5.064, 14.835], [-13.663, 5.328, 14.008], [-12.186, 3.840, 14.601], [-11.604, 5.936, 14.538], [-13.089, 5.348, 16.699], [-11.832, 5.138, 17.470], [-13.422, 6.791, 16.694], [-14.189, 4.459, 17.073], [-20.276, 6.810, 15.888], [-21.387, 8.227, 16.160], [-20.908, 5.766, 14.555], [-20.067, 5.783, 17.404], [-19.309, 7.236, 15.620], [-24.550, 4.941, 13.769], [-24.220, 5.458, 12.361], [-24.196, 7.062, 12.522], [-23.645, 7.818, 11.280], [-22.280, 7.328, 10.912], [-22.298, 5.819, 10.582], [-22.920, 5.058, 11.729], [-22.667, 3.659, 11.750], [-22.997, 5.698, 9.177], [-20.791, 5.449, 10.445], [-25.439, 5.196, 11.412], [-24.520, 3.852, 13.747], [-25.540, 5.309, 14.041], [-23.775, 5.274, 14.459], [-25.250, 7.314, 12.639], [-23.714, 7.398, 13.440], [-23.581, 8.883, 11.507], [-24.352, 7.744, 10.453], [-21.659, 7.631, 11.755], [-21.891, 7.906, 10.073], [-22.386, 6.202, 8.428], [-22.960, 4.693, 8.756], [-24.075, 5.852, 9.219], [-20.322, 6.109, 9.716], [-20.312, 5.612, 11.410], [-20.661, 4.456, 10.015], [-26.383, 5.185, 11.956], [-25.383, 4.207, 10.958], [-25.644, 5.964, 10.667], [-25.625, 4.753, 18.004], [-24.629, 5.474, 18.986], [-25.431, 6.711, 19.640], [-26.260, 6.173, 20.814], [-25.518, 5.314, 21.806], [-24.757, 4.162, 21.295], [-24.015, 4.547, 20.027], [-22.996, 3.573, 19.570], [-23.797, 3.736, 22.479], [-25.764, 3.023, 21.158], [-23.515, 6.113, 18.210], [-26.471, 4.293, 18.514], [-25.112, 3.931, 17.505], [-25.881, 5.455, 17.210], [-24.842, 7.522, 20.069], [-26.184, 7.057, 18.933], [-27.174, 5.714, 20.437], [-26.732, 6.984, 21.369], [-26.187, 4.845, 22.528], [-24.934, 5.951, 22.470], [-24.302, 3.581, 23.432], [-23.288, 2.825, 22.164], [-23.040, 4.508, 22.620], [-25.437, 2.234, 20.480], [-25.913, 2.436, 22.065], [-26.736, 3.352, 20.792], [-23.056, 5.418, 17.507], [-22.828, 6.623, 18.885], [-23.866, 6.964, 17.626], [-16.270, 5.643, 13.543], [-16.774, 5.242, 12.348], [-17.628, 4.212, 12.635], [-17.724, 4.082, 14.022], [-16.864, 5.034, 14.648], [-15.519, 6.318, 13.577], [-16.228, 5.620, 11.497], [-18.151, 3.673, 11.859], [-18.340, 3.310, 14.458], [-16.521, 5.192, 15.659], [-17.136, -0.146, 12.752], [-17.846, 0.539, 11.809], [-18.840, -0.332, 11.351], [-18.607, -1.551, 12.004], [-17.604, -1.406, 12.906], [-16.353, 0.226, 13.270], [-17.737, 1.605, 11.672], [-19.683, 0.012, 10.771], [-19.178, -2.455, 11.854], [-17.201, -2.047, 13.676], [-17.602, -0.830, 17.989], [-16.446, -0.830, 17.259], [-15.483, -0.159, 17.970], [-15.974, 0.140, 19.214], [-17.334, -0.266, 19.224], [-18.501, -1.191, 17.704], [-16.390, -1.274, 16.276], [-14.506, 0.134, 17.616], [-15.450, 0.568, 20.055], [-17.982, -0.346, 20.085], [-14.806, 2.106, 13.830], [-14.487, 1.336, 12.736], [-14.140, 0.131, 13.183], [-14.307, 0.117, 14.588], [-14.693, 1.360, 14.984], [-15.111, 3.068, 13.785], [-14.412, 1.720, 11.729], [-13.932, -0.699, 12.523], [-14.135, -0.684, 15.293], [-14.780, 1.830, 15.952], [-24.725, -0.484, 15.536], [-25.106, -0.292, 14.268], [-25.606, 0.968, 14.171], [-25.505, 1.528, 15.454], [-24.910, 0.632, 16.316], [-24.194, -1.289, 15.835], [-24.836, -1.103, 13.608], [-26.022, 1.529, 13.347], [-25.796, 2.538, 15.698], [-24.649, 0.700, 17.362], [-13.266, 1.779, 22.552], [-13.913, 0.570, 22.363], [-15.142, 0.654, 23.082], [-15.176, 1.855, 23.618], [-14.017, 2.597, 23.307], [-12.343, 1.918, 22.165], [-13.522, -0.284, 21.831], [-15.820, -0.166, 23.264], [-15.936, 2.277, 24.260], [-13.689, 3.586, 23.592], [-16.000, 4.466, 27.682], [-15.548, 5.686, 27.322], [-15.778, 5.851, 25.935], [-16.223, 4.652, 25.448], [-16.429, 3.789, 26.505], [-16.024, 4.076, 28.613], [-15.343, 6.463, 28.043], [-15.652, 6.759, 25.364], [-16.283, 4.464, 24.386], [-16.719, 2.757, 26.634], [-22.410, -3.419, 15.359], [-21.875, -2.938, 14.216], [-22.758, -3.275, 13.205], [-23.830, -3.973, 13.739], [-23.591, -4.104, 15.097], [-22.033, -3.236, 16.278], [-20.971, -2.351, 14.144], [-22.545, -3.017, 12.178], [-24.742, -4.256, 13.234], [-24.219, -4.378, 15.932], [-20.257, 5.475, 22.739], [-19.092, 6.001, 23.170], [-18.380, 6.538, 22.063], [-19.291, 6.503, 20.971], [-20.390, 5.789, 21.409], [-20.940, 4.980, 23.294], [-18.829, 5.995, 24.218], [-17.394, 6.973, 22.132], [-19.081, 6.872, 19.978], [-21.308, 5.558, 20.890]], "e_tot_ha": -5814.7248, "lumo_energy_ha": [-0.0033, -0.0354], "homo_lumo_gap_ha": [0.1930, 0.2579], "charge": 0, "spin_multiplicity": 4, "homo_energy_ev": [-5.3, -8.0], "max_force_ha_per_bohr": 0.12295}